[1]
Molecular formula: C2H4N2S3
Method: DFT, the ωB97M-V functional and the def2-TZVPD basis

Properties
HOMO-LUMO gap = 9.1 eV
calculated total energy = -37623.426 eV
structure (SMILES) = S=c1[nH]ncs1.S
molar mass = 152.27 g mol⁻¹
ΔE to the lowest compared entry with this formula, charge and spin = 96.3 kJ/mol
net charge = 0

Last columns: bonded neighbours and bond lengths (Å).
CARTESIAN COORDINATES (ANGSTROEM)
1 C -1.379 -1.164 0.901  N3 1.260, S5 1.692, H8 1.065
2 C 0.324 0.277 1.968  N4 1.368, S5 1.874, S7 1.564
3 N -0.439 -0.844 0.126  C1 1.260, N4 1.362
4 N 0.493 0.010 0.637  C2 1.368, N3 1.362, H9 1.030
5 S -1.252 -0.593 2.488  C1 1.692, C2 1.874
6 S 1.095 0.999 -2.833  H10 1.248, H11 1.343
7 S 1.291 1.080 2.899  C2 1.564
8 H -2.191 -1.820 0.687  C1 1.065
9 H 1.156 0.492 0.013  N4 1.030
10 H 0.490 1.665 -3.698  S6 1.248
11 H 0.412 -0.101 -3.188  S6 1.343

---

[2]
Molecular formula: C2H4N3
Method: DFT, the ωB97M-V functional and the def2-TZVPD basis

Properties
HOMO-LUMO gap = 8.8 eV
calculated total energy = -6596.374 eV
structure (SMILES) = C#[N+]/N=N\C
molar mass = 70.08 g mol⁻¹
ΔE to the lowest compared entry with this formula, charge and spin = 491.4 kJ/mol
net charge = +1

Last columns: bonded neighbours and bond lengths (Å).
CARTESIAN COORDINATES (ANGSTROEM)
1 C -1.320 0.501 0.246  N3 1.401, H6 1.125, H7 1.080, H8 1.104
2 C 1.967 -1.173 -0.341  N4 1.178, H9 1.033
3 N -0.172 1.299 0.342  C1 1.401, N5 1.220
4 N 1.212 -0.294 -0.128  C2 1.178, N5 1.217
5 N 0.952 0.836 0.241  N3 1.220, N4 1.217
6 H -1.575 0.500 -0.849  C1 1.125
7 H -2.183 0.958 0.706  C1 1.080
8 H -1.191 -0.561 0.519  C1 1.104
9 H 2.308 -2.065 -0.736  C2 1.033

---

[3]
Molecular formula: C2H4N3O
Method: DFT, the ωB97M-V functional and the def2-TZVPD basis

Properties
HOMO-LUMO gap = 11.5 eV
calculated total energy = -8645.172 eV
molar mass = 86.07 g mol⁻¹
ΔE to the lowest compared entry with this formula, charge and spin = 361.1 kJ/mol
net charge = +1

Last columns: bonded neighbours and bond lengths (Å).
CARTESIAN COORDINATES (ANGSTROEM)
1 C 1.925 -1.156 -0.460  N3 1.148, H7 1.101
2 C -1.065 0.388 0.135  N4 1.167, N5 1.310
3 N 1.245 -0.490 0.181  C1 1.148
4 N -0.406 1.348 0.204  C2 1.167, O6 1.306
5 N -1.396 -0.877 0.052  C2 1.310, H8 0.988, H9 1.039
6 O -0.423 2.643 0.373  N4 1.306, H10 0.972
7 H 2.619 -1.810 -1.010  C1 1.101
8 H -1.692 -1.222 -0.826  N5 0.988
9 H -1.342 -1.555 0.837  N5 1.039
10 H 0.535 2.730 0.515  O6 0.972

---

[4]
Molecular formula: C2H4N3O4
Method: DFT, the ωB97M-V functional and the def2-TZVPD basis

Properties
HOMO-LUMO gap (alpha / beta) = 8.6 / 8.6 eV
calculated total energy = -14781.783 eV
molar mass = 134.07 g mol⁻¹
ΔE to the lowest compared entry with this formula, charge and spin = 288.5 kJ/mol
net charge = +1

Last columns: bonded neighbours and bond lengths (Å).
CARTESIAN COORDINATES (ANGSTROEM)
1 C -1.514 0.041 0.199  N3 1.185, N4 1.280
2 C 1.103 0.389 -0.392  N5 1.462, O8 1.289, H10 1.189
3 N -1.633 1.197 -0.032  C1 1.185, H11 0.968
4 N -1.744 -1.200 0.412  C1 1.280, H12 1.059, H13 1.012
5 N 1.875 -0.800 -0.035  C2 1.462, O6 1.231, O7 1.182
6 O 1.115 -1.756 0.116  N5 1.231
7 O 3.055 -0.874 -0.006  N5 1.182
8 O 1.307 1.472 0.276  C2 1.289, O9 1.339
9 O 0.473 2.493 0.040  O8 1.339
10 H 0.607 0.292 -1.469  C2 1.189
11 H -1.170 2.034 -0.180  N3 0.968
12 H -0.860 -1.761 0.259  N4 1.059
13 H -2.614 -1.529 0.813  N4 1.012